(1)
The following is a quantum chemistry calculation of a 2-piece molecular cluster, C5H6NO2S overall in a non-equilibrium geometry, from OMol25.

CARTESIAN COORDINATES (ANGSTROEM)
C1 1.00 -0.82 -1.03
C2 2.10 -0.27 -0.47
C3 -0.80 -0.72 1.64
C4 -1.23 0.45 1.75
C5 0.24 1.28 -0.63
N1 -0.11 0.11 -1.05
O1 -0.57 -1.82 1.44
O2 -1.25 -0.22 -1.70
S1 1.80 1.43 -0.16
H1 0.89 -1.71 -1.50
H2 3.08 -0.70 -0.45
H3 -2.18 0.73 1.34
H4 -0.93 1.17 2.50
H5 -0.41 2.07 -0.39
H6 -1.62 -0.99 -1.28

The calculation puts the total energy at -797.16438 hartree. The total charge is +1. For the orbital gap, the calculation gives 8.91 eV. The energy above the lowest of the compared OMol25 structures with the same formula, charge and spin comes out at 160.6 kJ/mol. Its LUMO energy is -4.422 eV.

(2)
The following is a quantum chemistry calculation of C41H54F3N5O3PRbS2 as an isolated structure, from OMol25.

CARTESIAN COORDINATES (ANGSTROEM)
Rb1 -1.38 -0.63 -1.54
C1 -2.00 2.41 -0.78
C2 -2.72 1.77 0.26
C3 -3.90 1.22 -0.35
C4 -3.82 1.52 -1.74
C5 -2.65 2.25 -2.00
C6 -2.27 2.86 -3.34
C7 -2.44 1.84 -4.47
C8 -3.18 4.07 -3.63
C9 -0.82 3.34 -3.33
C10 -5.12 0.47 0.20
C11 -5.74 1.20 1.41
C12 -4.82 -0.98 0.58
C13 -6.23 0.40 -0.85
C14 -2.21 1.82 1.70
C15 -0.69 2.07 1.72
C16 -2.85 2.99 2.47
C17 -2.41 0.52 2.49
H1 -1.06 2.93 -0.64
H2 -4.54 1.23 -2.48
H3 -3.46 1.46 -4.50
H4 -1.76 1.00 -4.33
H5 -2.22 2.30 -5.44
H6 -4.22 3.75 -3.67
H7 -2.92 4.54 -4.58
H8 -3.08 4.81 -2.83
H9 -0.15 2.50 -3.13
H10 -0.66 4.11 -2.58
H11 -0.55 3.76 -4.31
H12 -5.08 1.21 2.27
H13 -6.67 0.71 1.71
H14 -5.96 2.24 1.14
H15 -4.02 -1.07 1.32
H16 -4.52 -1.55 -0.30
H17 -5.71 -1.46 0.99
H18 -6.52 1.40 -1.20
H19 -7.11 -0.08 -0.42
H20 -5.92 -0.19 -1.71
H21 -0.43 3.05 1.32
H22 -0.16 1.32 1.14
H23 -0.32 2.03 2.75
H24 -2.64 3.93 1.95
H25 -2.45 3.06 3.49
H26 -3.94 2.89 2.53
H27 -1.95 -0.32 1.97
H28 -3.45 0.29 2.67
H29 -1.92 0.61 3.47
C18 -4.00 -4.06 1.92
C19 -2.59 -3.56 1.95
C20 -1.67 -3.43 2.96
C21 -0.52 -2.88 2.36
N1 -0.72 -2.70 1.06
N2 -1.99 -3.11 0.83
C22 0.77 -2.52 3.00
H30 -4.10 -4.98 2.49
H31 -4.32 -4.24 0.89
H32 -4.68 -3.31 2.34
H33 -1.81 -3.68 4.00
H34 -2.38 -3.11 -0.11
H35 1.00 -3.21 3.82
H36 0.77 -1.51 3.40
H37 1.59 -2.58 2.28
S1 4.99 -0.54 5.45
P1 4.68 0.17 3.62
S2 2.86 0.62 2.99
C23 5.80 1.60 3.35
C24 5.35 2.76 2.72
C25 6.22 3.82 2.51
C26 7.54 3.74 2.91
C27 8.00 2.58 3.54
C28 7.13 1.52 3.76
C29 5.39 -1.05 2.43
C30 5.22 -2.41 2.69
C31 5.68 -3.36 1.80
C32 6.34 -2.97 0.64
C33 6.52 -1.62 0.38
C34 6.04 -0.66 1.26
H38 4.32 2.81 2.41
H39 5.86 4.72 2.03
H40 8.22 4.57 2.74
H41 9.03 2.51 3.86
H42 7.47 0.63 4.27
H43 4.73 -2.70 3.61
H44 5.53 -4.41 2.00
H45 6.71 -3.71 -0.06
H46 7.03 -1.30 -0.53
H47 6.17 0.39 1.04
F1 -4.39 -4.58 -3.80
C35 -3.86 -3.34 -3.91
F2 -4.88 -2.46 -3.81
F3 -3.38 -3.24 -5.16
C36 -2.78 -3.10 -2.81
O1 -1.62 -2.93 -3.19
O2 -3.25 -3.08 -1.65
C37 2.48 -0.43 -5.29
N3 2.64 -0.74 -3.89
C38 3.76 -1.34 -3.39
C39 3.87 -1.64 -2.09
C40 2.76 -1.30 -1.24
N4 1.66 -0.74 -1.71
C41 1.56 -0.46 -3.03
O3 0.57 0.06 -3.54
N5 2.84 -1.53 0.08
H48 3.39 -0.71 -5.82
H49 2.29 0.63 -5.42
H50 1.63 -0.97 -5.70
H51 4.54 -1.54 -4.11
H52 4.76 -2.10 -1.68
H53 3.72 -1.77 0.49
H54 2.15 -1.10 0.68

The calculation puts the total energy at -3555.92967 hartree. The total charge is -2. For the orbital gap, the calculation gives 5.11 eV. The energy above the lowest of the compared OMol25 structures with the same formula, charge and spin comes out at 0.0 kJ/mol. Its LUMO energy is 3.500 eV.

(3)
The following is a quantum chemistry calculation of a 16-piece molecular cluster, C2H35O16 overall in a non-equilibrium geometry, from OMol25.

CARTESIAN COORDINATES (ANGSTROEM)
C1 -0.96 -0.61 0.21
C2 0.27 0.27 -0.04
O1 1.44 -0.37 -0.43
H1 -1.79 -0.09 0.70
H2 -0.80 -1.37 0.97
H3 -1.32 -1.10 -0.69
H4 0.65 0.74 0.86
H5 0.06 1.10 -0.71
O2 3.03 2.40 -0.98
H6 3.13 2.30 -0.03
H7 2.31 1.80 -1.21
O3 1.33 -0.42 -3.80
H8 1.67 -1.31 -3.79
H9 1.78 0.01 -3.07
O4 -1.68 -1.60 3.64
H10 -1.68 -2.56 3.59
H11 -1.20 -1.32 2.86
O5 -3.18 1.31 3.27
H12 -3.46 0.52 2.80
H13 -3.24 1.07 4.19
O6 2.65 2.61 1.63
H14 2.99 2.39 2.49
H15 1.73 2.35 1.66
O7 -1.61 -4.08 -1.39
H16 -1.50 -4.05 -2.34
H17 -0.75 -3.85 -1.04
O8 0.66 3.06 -3.63
H18 0.26 3.25 -2.78
H19 1.52 3.48 -3.58
O9 -0.96 3.94 -1.22
H20 -0.38 3.86 -0.46
H21 -1.41 4.77 -1.09
O10 0.79 -3.21 -0.53
H22 0.91 -3.32 0.41
H23 1.11 -2.33 -0.72
O11 -3.48 -2.49 0.02
H24 -2.75 -1.89 0.17
H25 -3.37 -2.77 -0.90
O12 -2.02 2.03 -2.62
H26 -1.67 2.76 -2.10
H27 -2.76 1.70 -2.11
O13 3.91 -1.09 -1.78
H28 3.16 -0.79 -1.26
H29 3.93 -0.49 -2.53
O14 -4.55 -0.63 2.03
H30 -4.23 -1.23 1.35
H31 -5.34 -1.04 2.37
O15 1.97 -1.22 2.58
H32 1.36 -1.95 2.48
H33 1.96 -0.79 1.72
O16 4.20 0.23 1.70
H34 3.72 0.30 0.88
H35 3.63 -0.28 2.28

The calculation puts the total energy at -1301.06532 hartree. The total charge is -1. For the orbital gap, the calculation gives 7.36 eV. The energy above the lowest of the compared OMol25 structures with the same formula, charge and spin comes out at 210.0 kJ/mol. Its LUMO energy is 2.257 eV.

(4)
The following is a quantum chemistry calculation of one molecule with the formula C5H10O2, from OMol25.

CARTESIAN COORDINATES (ANGSTROEM)
C1 -0.88 -1.43 1.94
C2 -0.41 -0.12 1.35
O1 0.38 -0.40 0.20
C3 0.50 0.70 -0.66
C4 1.65 0.44 -1.63
C5 -0.80 0.85 -1.45
O2 -1.32 1.90 -1.73
H1 -0.03 -2.08 2.18
H2 -1.45 -1.24 2.86
H3 -1.53 -1.96 1.24
H4 -1.27 0.50 1.07
H5 0.19 0.45 2.07
H6 0.67 1.64 -0.10
H7 1.75 1.28 -2.33
H8 2.58 0.32 -1.07
H9 1.46 -0.47 -2.20
H10 -1.24 -0.13 -1.76

The calculation puts the total energy at -346.96525 hartree. As for the SMILES: CCO[C@@H](C)C=O. The total charge is 0. For the orbital gap, the calculation gives 10.66 eV. The energy above the lowest of the compared OMol25 structures with the same formula, charge and spin comes out at 158.0 kJ/mol. Its LUMO energy is 1.023 eV.